# CHClNO2PS

An isolated molecule of CHClNO2PS (ωB97M-V/def2-TZVPD, the Open Molecules 2025 dataset).

Element x y z (Å)
C  0.92  0.50  0.15
N  1.46  -0.60  0.26
O  -0.40  0.69  0.30
O  -1.28  -1.01  -1.42
P  -1.64  -0.35  -0.19
S  -3.31  -0.50  0.81
Cl  1.77  2.01  -0.17
H  2.46  -0.74  0.26

Energy above the lowest of the compared OMol25 structures with the same formula, charge and spin ... 12.96 kcal/mol
HOMO level ... -10.568 eV
Molecular weight ... 157.518 g/mol
SMILES ... [H]/N=C(\Cl)OP(=O)=S
Total charge ... 0
LUMO ... -0.65 eV



# CHClNOP

A 2-piece molecular cluster, CHClNOP overall (ωB97M-V/def2-TZVPD, the Open Molecules 2025 dataset).

Element x y z (Å)
C  -0.88  1.11  0.09
N  -0.43  1.50  1.12
O  -1.23  0.65  -0.91
P  1.39  -0.76  0.47
Cl  -0.23  -1.93  0.23
H  1.38  -0.58  -1.00

Energy above the lowest of the compared OMol25 structures with the same formula, charge and spin ... 78.67 kcal/mol
HOMO level (spin up / spin down) ... -9.670 / -9.667 eV
Molecular weight ... 109.452 g/mol
Total charge ... 0
LUMO (spin up / spin down) ... -3.28 / -3.28 eV



# CHClO2PS

A 2-piece molecular cluster, CHClO2PS overall (ωB97M-V/def2-TZVPD, the Open Molecules 2025 dataset).

Element x y z (Å)
C  -0.20  1.04  0.43
O  3.18  -1.47  0.32
O  0.26  0.32  -0.51
P  2.92  -0.34  -0.53
S  -1.51  2.05  0.37
Cl  3.79  1.29  0.44
H  0.36  1.33  1.38

Energy above the lowest of the compared OMol25 structures with the same formula, charge and spin ... 33.34 kcal/mol
HOMO level ... -3.755 eV
Molecular weight ... 143.511 g/mol
Total charge ... -1
LUMO ... 3.13 eV



# CHClO2PS

A 2-piece molecular cluster, CHClO2PS overall (ωB97M-V/def2-TZVPD, the Open Molecules 2025 dataset).

Element x y z (Å)
C  -1.41  -0.68  -0.08
O  1.84  0.43  -1.39
O  1.94  -0.56  0.97
P  1.23  0.31  -0.02
S  -2.72  -0.16  0.64
Cl  0.78  2.17  0.78
H  -1.66  -1.51  -0.90

Energy above the lowest of the compared OMol25 structures with the same formula, charge and spin ... 62.04 kcal/mol
HOMO level ... -3.697 eV
Molecular weight ... 143.511 g/mol
Total charge ... -1
LUMO ... 3.14 eV